(1)
Here is a molecular structure, BH3OS at a distorted geometry from the Open Molecules 2025 dataset. Energies are from ωB97M-V/def2-TZVPD.

- total energy (eV) = -13604.3739
- energy relative to the best compared isomer or geometry (same formula, charge and spin) (kJ/mol) = 457.3

```
! RIJCOSX wB97M-V def2-TZVPD def2/J DEFGRID3
* xyz 0 1
S 0.2316 -0.7095 -0.0592
O -1.6702 -0.9791 0.1057
B 0.9211 1.0021 0.1804
H -0.0325 2.0399 -0.0121
H -1.8024 -1.8815 -0.2040
H 2.3524 0.5281 -0.0107
*
```

***

(2)
Here is a molecular structure, BaH12O6 at a distorted geometry from the Open Molecules 2025 dataset. Energies are from ωB97M-V/def2-TZVPD.

- total energy (eV) = -13142.4526
- ⟨S²⟩ = 0.757

```
! RIJCOSX wB97M-V def2-TZVPD def2/J DEFGRID3
* xyz 3 2
Ba -0.0507 0.5167 -0.2954
O -0.7866 -1.7330 -1.5457
O 2.2614 -0.2887 -1.4527
O 0.8353 -1.9545 0.8098
O 0.7070 3.0600 -0.8560
O -1.9882 -0.6495 1.2361
O -0.9559 2.1093 1.6870
H 0.1548 3.8052 -0.6192
H -1.7280 1.7200 2.0975
H -2.8721 -0.2882 1.1690
H -0.2699 -1.9155 -2.3305
H -2.1224 -1.5796 1.4184
H 0.9499 -2.7296 0.2600
H -0.4599 2.4835 2.4152
H 2.8312 -1.0155 -1.2011
H 1.5988 3.4072 -0.8392
H 0.3404 -2.2682 1.5667
H -0.9609 -2.5948 -1.1673
H 2.5157 -0.0848 -2.3527
*
```

***

(3)
Here is a molecular structure, BaH16O8 from the Open Molecules 2025 dataset. Energies are from ωB97M-V/def2-TZVPD.

- total energy (eV) = -17318.1540
- energy relative to the best compared isomer or geometry (same formula, charge and spin) (kJ/mol) = 551.5

```
! RIJCOSX wB97M-V def2-TZVPD def2/J DEFGRID3
* xyz 2 1
Ba 0.4415 0.0414 0.3389
O 2.3088 -3.3293 2.8732
O 1.9234 3.4846 -2.7458
O -3.2757 3.4287 -0.4622
O -2.5684 -3.5537 -0.4209
O -1.7808 -0.1126 4.6492
O -1.6883 -0.7393 -4.1456
O 3.2882 -2.9326 -2.5621
O 1.6712 3.9051 2.9653
H 4.1774 -3.1182 -2.8640
H -2.9132 -3.6578 -1.3077
H -3.3530 4.2195 0.0716
H 1.9256 4.4160 -2.5251
H -1.1268 -0.8456 -4.9135
H -1.8932 -0.9108 5.1654
H 2.2804 4.4789 2.5007
H -2.6262 -4.4285 -0.0367
H -2.5714 -0.9212 -4.4671
H 2.6864 3.3705 -3.3124
H 1.8297 -4.0534 3.2761
H 1.2832 4.4627 3.6397
H -4.1602 3.2765 -0.7951
H -1.8128 0.5956 5.2923
H 3.2259 -3.6020 2.9036
H 2.7281 -3.4742 -3.1181
*
```

***

(4)
Here is a molecular structure, BaH20O10 at a distorted geometry from the Open Molecules 2025 dataset. Energies are from ωB97M-V/def2-TZVPD.

- total energy (eV) = -21484.1688
- energy relative to the best compared isomer or geometry (same formula, charge and spin) (kJ/mol) = 0.0

```
! RIJCOSX wB97M-V def2-TZVPD def2/J DEFGRID3
* xyz 2 1
Ba -2.8180 6.1190 -10.4500
O -5.5520 6.3910 -9.7050
O -0.4120 6.6880 -8.7950
O -1.2040 3.9830 -9.1180
O -3.1940 5.6180 -7.7250
O -2.3830 3.9610 -12.3340
O -4.4290 8.3920 -11.2920
O -1.1180 8.2990 -11.1790
O -3.1350 8.5910 -8.8490
O -4.2850 3.6710 -9.9630
O -2.3350 6.6840 -13.2240
H -2.6650 3.9800 -13.2300
H -0.7980 3.2540 -9.6740
H -2.3970 9.1140 -9.1890
H -2.9610 6.6820 -13.9440
H 0.4120 6.1990 -8.6950
H -4.4620 3.1940 -10.8080
H -1.7240 7.3130 -13.5960
H -0.7090 6.9010 -7.9260
H -4.5140 9.1210 -10.6930
H -4.6670 8.7100 -12.1560
H -6.0510 7.0890 -10.1110
H -4.0940 5.5880 -7.3640
H -1.4840 8.8230 -11.8980
H -0.4310 8.8700 -10.7890
H -2.1770 3.0730 -12.0750
H -2.6400 4.9810 -7.2640
H -3.1180 8.6390 -7.8930
H -5.1760 3.7770 -9.6450
H -6.1890 5.9090 -9.1550
H -1.7400 3.5140 -8.4320
*
```

***

(5)
Here is a molecular structure, Be8O28P7 at a distorted geometry from the Open Molecules 2025 dataset. Energies are from ωB97M-V/def2-TZVPD.

- total energy (eV) = -125542.0159

```
! RIJCOSX wB97M-V def2-TZVPD def2/J DEFGRID3
* xyz -5 1
P 3.3634 -0.1641 -3.3086
P -5.6955 -0.0571 -3.3651
P -1.3342 -7.5255 0.1499
P -0.0315 4.7369 4.5170
P 3.4311 2.0192 1.4825
P -1.0662 3.6076 -2.3034
P 2.3477 0.0792 4.8985
O -2.0923 -8.2706 -0.8276
O -0.2219 4.7405 -2.8120
O 1.1785 3.9763 4.5495
O 0.0072 -2.8880 -3.1851
O -0.9234 -3.2635 -0.9906
O 1.1455 3.1131 -2.5759
O -0.0927 -3.0379 3.3904
O 2.9347 1.2902 -3.0627
O 3.2772 -1.4129 -2.5029
O -0.0433 6.3275 4.1871
O -5.0727 -1.2502 -2.6817
O -4.5846 1.7043 -3.3509
O -2.2305 3.3656 -1.4881
O -1.4409 2.1946 -3.0748
O -0.2022 -7.3749 1.0003
O -2.8060 -0.5456 0.1818
O 2.2343 3.1485 1.7033
O -1.7403 -5.9311 0.1213
O -2.2834 -0.2920 -3.0658
O 3.6219 1.7910 0.0980
O 0.9561 -0.5790 5.0980
O 3.6841 -0.3658 -4.8647
O 0.8975 -5.9644 -2.1002
O 2.8984 0.7172 6.1144
O -0.4385 2.8237 1.4464
O -1.1999 -1.9394 5.7525
O 2.9765 0.1614 3.3566
O 1.9151 4.0747 -0.6531
Be 0.2202 3.6721 -0.5797
Be -3.0057 -0.6707 -1.2770
Be -0.3425 -4.1025 -2.2767
Be -3.0331 1.9030 -2.7636
Be -1.0110 -4.4827 -0.0848
Be 3.1759 2.3776 -2.0170
Be -0.4408 -0.8370 4.6315
Be 1.0678 3.1310 2.5329
*
```

***

(6)
Here is a molecular structure, BeCl3 at a distorted geometry from the Open Molecules 2025 dataset. Energies are from ωB97M-V/def2-TZVPD.

- total energy (eV) = -37970.2148
- energy relative to the best compared isomer or geometry (same formula, charge and spin) (kJ/mol) = 377.0

```
! RIJCOSX wB97M-V def2-TZVPD def2/J DEFGRID3
* xyz -1 1
Cl 1.7495 0.2776 -1.6415
Cl 0.4478 0.1230 2.2421
Cl -1.7656 -1.4300 -0.3766
Be -0.4317 1.0294 -0.2241
*
```

***

(7)
Here is a molecular structure, BeFH8O4 at a distorted geometry from the Open Molecules 2025 dataset. Energies are from ωB97M-V/def2-TZVPD.

- total energy (eV) = -11436.5666
- energy relative to the best compared isomer or geometry (same formula, charge and spin) (kJ/mol) = 35.4

```
! RIJCOSX wB97M-V def2-TZVPD def2/J DEFGRID3
* xyz 1 1
F -1.0427 -0.0301 0.5824
O -2.9577 -1.3781 -0.6076
O 0.6093 0.0899 -1.5396
O 0.4963 1.9959 0.3074
O 1.5473 -0.4991 1.0324
Be 0.3393 0.2689 0.1074
H -3.3277 -1.8431 0.1334
H 0.1853 -0.6641 -2.0006
H 2.1283 -0.3601 1.8004
H 1.3743 2.3889 0.3434
H -2.2327 -0.8951 -0.2246
H 1.3973 -1.4681 1.0354
H 0.1323 2.1489 1.1694
H 1.3513 0.2449 -2.1386
*
```

***

(8)
Here is a molecular structure, BeH28O18S at a distorted geometry from the Open Molecules 2025 dataset. Energies are from ωB97M-V/def2-TZVPD.

- total energy (eV) = -48548.4459
- energy relative to the best compared isomer or geometry (same formula, charge and spin) (kJ/mol) = 158.3

```
! RIJCOSX wB97M-V def2-TZVPD def2/J DEFGRID3
* xyz 0 1
S -0.0762 0.1585 0.1887
O 0.1348 2.5445 -3.3113
O 3.4628 -0.7655 -1.4053
O -1.5582 -2.8535 1.8377
O -1.4372 0.1275 -2.9613
O -0.3522 2.4915 3.1237
O -0.3842 -1.2345 0.0277
O -3.5582 0.9915 -0.8183
O -1.0892 0.8885 -0.5263
O -2.4702 -2.0945 -1.3443
O -2.0642 -0.4735 2.9587
O 0.4858 -3.1815 -1.4533
O -1.1172 3.4325 -0.1683
O 3.8578 1.1885 0.3257
O 1.2708 0.3775 -0.3743
O 0.6578 -0.1295 4.0377
O 2.7948 1.8185 -1.9533
O -0.1362 0.4925 1.5977
O 0.9548 -4.3045 1.1197
Be 2.7068 0.5615 -0.7133
H -1.6462 -1.7475 -1.0953
H -1.8742 3.8295 0.2067
H -0.2742 1.7845 2.4137
H -0.3362 -3.6475 -1.1473
H 4.4388 -0.8665 -1.5003
H 3.6838 1.0305 1.2867
H -1.3042 0.0135 2.5107
H -2.8992 -0.1315 2.6987
H -3.1122 -1.8625 -0.7113
H 0.9898 -0.9715 3.7007
H 2.9798 1.7795 -2.9223
H 2.9838 -1.3105 -2.0213
H -1.8912 -2.0885 2.3897
H -1.1302 2.9755 2.9387
H -1.5082 0.2265 -2.0153
H -2.5762 1.0745 -0.7363
H -0.9572 -2.4605 1.2037
H 4.7088 1.6295 0.3167
H -2.3422 -0.0725 -3.1663
H 3.1538 2.6505 -1.5973
H -4.0052 1.8545 -0.7783
H -1.3082 2.4895 -0.2223
H 0.4448 0.2265 3.1557
H -0.3532 1.7595 -3.0783
H 0.0348 -4.3145 1.4907
H 0.8668 2.4065 -2.7353
H 0.3238 -2.3505 -1.0113
H 0.8258 -3.9405 0.2387
*
```